{"formula": "C3H7N2O2", "method": "wB97M-V/def2-TZVPD", "symbols": ["N", "C", "C", "O", "N", "C", "O", "H", "H", "H", "H", "H", "H", "H"], "xyz": [[0.26596, 1.55358, 0.26837], [-0.41311, 0.08502, 0.30581], [0.72685, -0.94302, 0.52871], [1.79553, -0.55530, -0.33229], [-1.27634, 0.02326, -1.13972], [-1.91921, -0.15892, -0.01015], [-2.91017, -0.47764, 0.46556], [0.13147, 2.01052, 1.27557], [-0.27641, 1.93790, -0.53683], [1.18303, 1.31940, -0.04968], [0.47870, -2.01797, 0.13095], [0.91891, -0.99859, 1.53289], [2.48655, -1.20379, -0.46502], [-1.19176, -0.57446, -1.97416]], "atomic_forces_ev_per_a": [[-3.7, -1.5, 1.9], [0.6, 0.3, -3.2], [-1.5, -2.1, -4.3], [-0.4, 1.5, 0.5], [2.4, 0.7, 0.9], [2.1, 0.2, -0.3], [-2.8, -0.7, 1.7], [0.7, -0.8, -3.1], [0.5, 0.6, 1.1], [1.6, 0.2, 0.0], [-0.5, 2.0, 1.2], [1.0, 0.0, 2.6], [0.0, -0.4, 0.3], [0.0, 0.1, 0.7]], "mol_weight_g_mol": 103.101, "lumo_energy_ev": -3.744, "total_charge": 1, "smiles": "[NH3+][C@]1(CO)NC1=O"}



{"formula": "CH5N2O", "method": "wB97M-V/def2-TZVPD", "symbols": ["N", "C", "N", "O", "H", "H", "H", "H", "H"], "xyz": [[-0.82197, -0.53889, 0.08350], [0.46811, 0.18242, 0.49923], [1.00325, 1.23399, -0.26555], [1.49396, -0.12969, -0.30346], [-0.72612, -0.73357, -0.96882], [-1.76156, -0.15262, 0.12430], [-0.65786, -1.57163, 0.41740], [0.58033, 0.19292, 1.56303], [0.42186, 1.51707, -1.14961]], "atomic_forces_ev_per_a": [[2.1, -3.2, -2.6], [-1.1, 0.8, 0.0], [-1.5, 1.8, -1.1], [0.5, -1.1, -0.9], [0.1, 0.6, 1.3], [-0.1, 0.1, 1.2], [-1.3, 2.2, -0.1], [-0.1, -0.1, 0.6], [1.2, -1.2, 1.6]], "mol_weight_g_mol": 61.064, "lumo_energy_ev": -4.427, "total_charge": 1, "smiles": "[NH3+][C@@H]1NO1"}



{"formula": "C18H25BN8O3Ti", "method": "wB97M-V/def2-TZVPD", "symbols": ["C", "N", "N", "C", "C", "B", "N", "N", "C", "C", "C", "Ti", "N", "N", "C", "C", "C", "H", "H", "H", "H", "H", "H", "H", "H", "H", "H", "H", "C", "H", "H", "H", "C", "C", "C", "C", "C", "C", "O", "N", "C", "O", "N", "C", "O", "H", "H", "H", "H", "H", "H", "H", "H", "H", "H", "H"], "xyz": [[2.36552, -1.18978, -1.06783], [1.01964, -1.06674, -1.26510], [0.82454, -0.37756, -2.44023], [2.03353, -0.12686, -2.99520], [3.01800, -0.63589, -2.16480], [-0.55859, -0.21642, -3.17211], [-1.26536, -1.62390, -3.01996], [-1.06304, -2.54775, -2.00257], [-1.65361, -3.72288, -2.37168], [-2.17339, -3.57735, -3.66729], [-1.90846, -2.25669, -4.03729], [-0.18819, -2.26678, -0.09625], [-1.22882, 1.31488, -3.06882], [-1.89755, 2.00838, -2.04610], [-1.94529, 3.30741, -2.38266], [-1.45694, 3.47718, -3.71011], [-1.06004, 2.19912, -4.10558], [-2.28037, 4.11968, -1.73766], [-0.67004, 1.88490, -5.06544], [-1.39357, 4.38973, -4.27826], [-0.25618, -0.24013, -4.37482], [-2.16486, -1.73545, -4.94615], [2.11632, 0.39030, -3.95025], [-2.71066, -4.31170, -4.24037], [4.08600, -0.60666, -2.32217], [-1.70554, -4.57644, -1.70883], [2.77765, -1.67416, -0.18900], [-1.20719, -0.56926, -0.17795], [-1.98860, -1.28375, 0.20453], [-2.83411, -1.22654, -0.48328], [-1.72292, -2.43092, 0.31981], [-2.28769, -0.85235, 1.16039], [-1.41664, 0.99767, 4.24126], [-0.03605, 1.57930, 4.00131], [0.94741, 0.67614, 3.23404], [2.31193, 1.34360, 2.87941], [2.13371, 2.80772, 2.54006], [1.20679, -0.59214, 4.01829], [1.12294, -0.70364, 5.23137], [1.62024, -1.71641, 3.23427], [1.03359, -1.93018, 2.02807], [0.96324, -3.05490, 1.37630], [0.41344, -0.92102, 1.42047], [0.33080, 0.35987, 1.87961], [-0.19526, 1.21812, 1.18142], [-2.00956, 0.99210, 3.31892], [-1.93800, 1.64307, 4.95733], [-1.37197, -0.01129, 4.66204], [-0.15081, 2.50113, 3.42329], [0.43465, 1.84625, 4.95498], [3.01654, 1.20423, 3.71299], [2.72183, 0.79203, 2.01476], [1.86755, 3.39773, 3.42223], [3.06518, 3.20957, 2.14567], [1.34974, 2.91707, 1.78391], [1.95851, -2.53166, 3.74104]], "atomic_forces_ev_per_a": [[-1.1, 0.4, -1.0], [0.6, 0.6, -0.5], [0.1, -0.4, 0.4], [-0.3, -0.1, 0.4], [0.4, 0.1, 0.1], [1.2, -0.7, -1.4], [-0.3, -0.5, 0.3], [-0.9, -0.4, -0.5], [0.2, 1.8, -1.0], [0.1, 0.5, 0.3], [0.0, -0.6, 1.0], [6.1, 0.2, -0.6], [0.2, 1.0, -2.1], [0.4, 0.8, 0.2], [0.5, -0.4, -0.8], [-0.9, 1.1, 1.9], [0.5, -3.6, 1.1], [-0.2, -0.7, 0.0], [0.0, -0.1, 0.2], [-0.1, 0.0, -0.1], [-0.3, 0.5, 0.8], [0.1, 0.0, 0.0], [0.0, -0.2, 0.4], [0.1, 0.0, 0.0], [-0.1, 0.1, 0.0], [0.2, 0.1, 0.0], [-0.1, 0.1, -0.2], [-0.3, -0.3, 0.2], [-2.2, 0.7, 0.5], [0.1, -0.4, 0.1], [-3.6, 1.5, 0.4], [0.1, -0.2, 0.0], [-0.1, -0.1, 0.1], [0.5, 0.5, 0.1], [-0.8, -0.2, -0.2], [0.3, -0.3, 0.2], [0.1, 0.3, -0.1], [-0.1, 0.1, 2.3], [0.4, 0.1, -2.5], [-0.2, -1.4, -0.7], [-0.1, 1.2, 1.0], [0.0, 0.3, 0.1], [0.0, -1.8, -0.6], [-0.5, 1.4, -0.3], [0.2, -0.9, 0.4], [0.1, -0.1, 0.1], [0.0, -0.3, -0.2], [-0.1, 0.1, 0.0], [0.1, -0.2, 0.2], [-0.1, -0.1, -0.2], [-0.2, 0.1, -0.2], [0.1, 0.2, 0.3], [0.1, -0.1, -0.2], [0.0, 0.0, 0.0], [0.2, 0.2, 0.1], [-0.1, 0.1, 0.1]], "multiplicity": 3, "mol_weight_g_mol": 460.130, "lumo_energy_ev": [-6.973, -9.944], "total_charge": 2}



What is the formula in the second record? CH5N2O